{"formula": "C54H46BLaN8O5P2S2", "method": "ωB97M-V/def2-TZVPD", "multiplicity": 1, "molar_mass_g_mol": 1162.81, "charge": 0, "orbital_gap_ev": 7.0, "de_lowest_kcal_mol": 0.00, "species": ["La", "C", "C", "N", "N", "C", "B", "N", "C", "C", "C", "N", "N", "C", "C", "C", "N", "H", "H", "H", "H", "H", "H", "H", "H", "H", "H", "O", "S", "C", "C", "C", "C", "C", "C", "P", "C", "C", "C", "C", "C", "C", "C", "C", "C", "C", "C", "C", "C", "C", "C", "C", "C", "C", "P", "C", "C", "C", "C", "C", "C", "C", "C", "C", "C", "C", "C", "H", "H", "H", "H", "H", "H", "H", "H", "H", "H", "H", "H", "H", "H", "H", "H", "H", "H", "H", "H", "H", "H", "H", "H", "H", "H", "H", "H", "N", "C", "C", "C", "C", "C", "C", "C", "C", "N", "C", "H", "H", "H", "H", "H", "H", "H", "H", "O", "S", "O", "O", "O"], "xyz": [[-4.51112, 0.34767, -1.40643], [-6.17991, 4.13347, 0.30175], [-5.57831, 2.90465, 0.38540], [-5.06597, 2.50314, -0.81222], [-5.37355, 3.50566, -1.72727], [-6.07785, 4.47032, -1.10136], [-5.18696, 3.25049, -3.27395], [-6.02298, 2.09360, -3.74514], [-6.53169, 1.97732, -4.97890], [-7.20018, 0.75944, -5.09058], [-7.24969, 0.24318, -3.77814], [-6.50727, 0.99765, -2.95057], [-3.66756, 2.92010, -3.51583], [-2.68348, 3.77411, -3.80460], [-1.46067, 3.00507, -4.00157], [-1.84465, 1.68813, -3.82741], [-3.16704, 1.61160, -3.44615], [-6.61644, 4.66032, 1.13573], [-5.26215, 2.29670, 1.24890], [-6.42128, 5.41093, -1.59261], [-5.48620, 4.34372, -3.68215], [-6.41636, 2.77752, -5.70074], [-7.54992, 0.22568, -5.95282], [-7.77327, -0.57962, -3.36153], [-2.83635, 4.86973, -3.81107], [-0.46109, 3.43475, -4.15801], [-1.30538, 0.74392, -3.93267], [1.73399, -0.84239, -1.44026], [2.60796, -0.24300, -0.43885], [3.44670, 1.20613, -1.11238], [3.45643, 1.22860, -2.48260], [4.01228, 2.35343, -3.15003], [4.38040, 3.50732, -2.36543], [4.32189, 3.47196, -0.97905], [3.73619, 2.31138, -0.36264], [3.52014, 2.24477, 1.41058], [5.10811, 2.98088, 2.10604], [5.01227, 3.37422, 3.46930], [6.06311, 4.05013, 4.12366], [7.29727, 4.13638, 3.46079], [7.45447, 3.54768, 2.21383], [6.35062, 3.07371, 1.47052], [2.21996, 3.44535, 1.74361], [2.46452, 4.82473, 1.85939], [1.40539, 5.70114, 1.89044], [0.08952, 5.22974, 1.85932], [-0.16941, 3.83910, 1.73903], [0.87994, 2.93901, 1.71876], [4.01232, -1.32825, -0.19632], [5.22186, -1.11338, -0.87015], [6.09027, -2.20374, -1.25516], [5.79879, -3.45236, -0.78331], [4.70929, -3.62075, 0.07301], [3.79618, -2.60301, 0.29549], [2.19631, -2.77383, 1.20844], [2.88060, -2.40318, 2.85622], [3.95740, -3.23107, 3.29674], [4.67650, -2.90790, 4.40568], [4.33170, -1.80505, 5.19765], [3.21156, -1.08660, 4.87407], [2.49217, -1.33982, 3.66511], [1.96157, -4.52575, 1.19666], [1.57353, -5.26487, 2.33984], [1.52569, -6.65828, 2.26653], [1.79767, -7.30867, 1.06864], [2.16736, -6.54593, -0.03810], [2.21692, -5.15754, -0.04070], [3.08702, 0.34286, -2.97990], [4.15679, 2.32980, -4.24527], [4.61957, 4.46012, -2.82732], [4.54354, 4.30470, -0.28467], [4.08225, 3.18351, 4.05106], [5.92328, 4.44455, 5.11875], [8.16458, 4.56445, 4.00929], [8.43816, 3.46861, 1.77255], [6.44870, 2.73312, 0.43993], [3.49690, 5.07229, 1.94940], [1.57807, 6.77807, 1.78051], [-0.76898, 5.93964, 1.87356], [-1.19131, 3.45628, 1.68367], [0.76760, 1.88298, 1.62663], [5.56658, -0.14281, -1.09297], [6.93831, -1.97246, -1.88282], [6.41746, -4.30001, -1.09039], [4.62515, -4.62908, 0.53289], [4.31305, -4.03645, 2.68756], [5.56172, -3.50450, 4.66003], [5.00365, -1.57001, 6.03225], [2.85182, -0.27978, 5.47426], [1.58135, -0.74509, 3.40650], [1.40445, -4.79726, 3.33340], [1.33875, -7.18821, 3.17647], [1.54011, -8.35529, 0.99903], [2.44756, -7.09099, -0.94219], [2.44802, -4.58465, -0.92255], [-3.19906, -1.89151, -1.73727], [-3.88882, -3.03593, -1.48426], [-3.41569, -4.31460, -1.80187], [-4.08757, -5.46983, -1.32845], [-5.32131, -5.42670, -0.65074], [-5.89282, -4.16589, -0.42829], [-7.21430, -4.00871, 0.03023], [-7.65198, -2.70907, 0.30015], [-6.69260, -1.67875, 0.28887], [-5.55822, -1.73974, -0.34235], [-5.10206, -2.99496, -0.72520], [-2.52644, -2.06305, -2.48642], [-2.38578, -1.60530, 0.07332], [-2.54597, -4.40507, -2.45956], [-3.67557, -6.50089, -1.58917], [-5.83134, -6.31090, -0.25585], [-7.92237, -4.80241, 0.33537], [-8.66169, -2.43739, 0.63264], [-6.82505, -0.71078, 0.83928], [-1.81017, 0.80331, 2.09192], [-2.50465, 0.29730, 0.95561], [-3.96326, 0.36179, 1.17021], [-2.21905, 0.83826, -0.40707], [-2.06051, -1.21316, 0.92486]], "forces_ev_per_angstrom": [[1.86, -2.60, -0.50], [-0.19, 0.39, -1.99], [1.76, -1.02, -0.27], [-1.42, 3.89, 0.64], [-0.82, -0.87, 1.24], [0.12, 0.30, 1.48], [1.15, 1.11, 1.62], [-2.27, -1.86, 0.48], [0.16, -0.94, -0.12], [-0.36, -0.02, 0.78], [1.67, 1.72, -0.48], [0.39, 1.50, -1.25], [0.72, -0.93, 0.15], [1.94, -0.82, -0.13], [-1.30, 1.81, 0.17], [-1.88, -0.22, 0.99], [0.32, 1.09, -1.03], [-0.05, 0.22, -0.34], [-0.61, 0.40, -0.40], [0.41, -1.21, 0.25], [0.06, -0.35, -0.76], [0.26, -0.29, 0.04], [-0.39, 0.42, -0.26], [-0.19, -0.77, 0.05], [0.04, -0.98, -0.14], [-0.73, -0.43, -0.12], [-0.01, 0.56, 0.26], [-0.06, -0.52, -1.70], [-0.42, 1.17, 3.22], [-1.15, -0.60, -0.47], [1.56, 1.34, -1.58], [-0.36, 0.08, 1.09], [-0.21, -0.80, -0.43], [-1.63, -1.20, 0.41], [1.83, 1.73, -0.16], [1.05, -1.20, 1.82], [-0.77, 0.24, 0.59], [0.00, 0.48, 0.39], [-0.35, -0.86, -1.35], [0.30, -0.17, 0.89], [-0.43, 0.09, -0.66], [-0.11, -0.05, 0.87], [-1.17, 0.53, -0.09], [-0.45, -1.74, -0.04], [-0.72, 0.86, -0.37], [-0.54, -0.59, -0.40], [-0.23, 0.77, 0.45], [1.88, 1.36, -0.23], [1.81, -0.15, -1.91], [0.93, -1.96, -0.21], [-1.39, 2.34, 0.87], [0.04, -0.52, 0.00], [0.64, -1.05, 0.16], [-0.96, -0.53, 0.54], [-0.51, 1.54, 0.11], [0.79, -0.85, 0.81], [-0.59, 1.13, -0.47], [0.79, -0.09, 0.67], [0.57, -0.50, 0.13], [-0.83, 0.19, -1.32], [-0.33, -0.24, 0.39], [-0.03, -0.97, 0.29], [0.69, 0.01, -0.19], [0.09, 0.85, -0.33], [-0.55, 0.74, 0.35], [0.01, -0.63, -1.00], [-0.61, -1.01, 1.75], [0.08, 0.05, -0.39], [-0.31, 0.24, 0.76], [0.37, -0.30, -0.27], [-0.02, -0.33, -0.94], [0.62, 0.25, -0.69], [0.04, -0.04, 0.07], [-0.66, -0.32, -0.63], [0.07, 0.24, -0.07], [0.19, 0.08, 0.28], [0.50, 0.83, -0.16], [-0.01, -0.36, 0.53], [0.84, -0.61, -0.04], [0.30, 0.19, 0.08], [-0.48, -0.59, -0.04], [-0.01, 1.06, -0.62], [0.10, -0.13, 0.03], [-0.21, 0.18, 0.33], [-0.38, 0.93, -0.40], [-0.12, -0.41, -0.23], [-0.38, 0.25, -0.03], [-0.64, 0.10, -0.17], [0.04, 0.44, 0.42], [1.03, -0.43, 0.20], [0.17, -0.08, -0.99], [-0.38, -0.46, 0.24], [0.64, -0.22, -0.17], [-0.29, 0.20, 0.05], [0.14, -0.03, -0.09], [-0.76, 0.60, -0.48], [0.68, -0.71, 0.39], [-0.79, -0.76, 0.02], [-0.43, -1.26, -0.36], [1.29, -0.18, -0.47], [0.89, 0.02, -0.14], [-1.21, 1.87, 1.04], [0.32, -0.56, 0.66], [-0.85, 1.60, 0.23], [1.08, -1.83, -0.10], [-1.41, 0.55, -0.21], [0.17, 0.03, 0.56], [0.23, -0.03, -0.08], [-0.15, -0.06, 0.47], [-0.42, 1.59, 0.46], [0.28, 0.21, -0.47], [0.82, 0.08, -0.79], [0.49, -0.50, 0.06], [-0.54, -0.77, -0.73], [0.58, 0.70, -0.35], [0.80, 0.02, 0.81], [-0.75, -0.30, -1.07], [-0.30, -0.25, 0.85], [-0.50, -0.12, -0.56]]}